Molecular formula: C26H26N6OS2Ti
Method: DFT, ωB97M-V/def2-TZVPD

Total charge   +1
HOMO (spin up / spin down)   -9.6 / -10.2 eV
Energy above the lowest of the compared OMol25 structures with the same formula, charge and spin   7.3 kcal per mole
2S+1   2
E_tot   -3055.84697 Ha
Expectation value of S²   0.86

CARTESIAN COORDINATES (ANGSTROEM)
1 Ti 1.678013 0.218855 0.453675
2 S 1.077665 -0.633876 2.552306
3 S 3.848495 0.509829 -0.280948
4 O 1.680933 2.019882 1.303191
5 N -0.017140 -1.909268 0.416467
6 N 1.541910 3.126772 3.271287
7 N -2.113268 -2.650800 1.755007
8 N -1.245825 -1.897246 2.377885
9 N 0.915182 1.183819 -1.084688
10 N 1.056843 -1.411903 -0.218759
11 C 2.059697 2.214689 2.486658
12 C -0.824058 1.936889 -2.509807
13 C -5.410413 -4.197917 2.115991
14 C -5.850964 -3.635831 3.306182
15 C -0.071654 -1.725420 -2.363169
16 C -3.793788 -2.400285 3.491418
17 C -3.354844 -2.970100 2.296035
18 C 1.428021 1.788606 -3.362359
19 C 2.385380 -2.035281 -3.614888
20 C -1.280588 1.379714 -0.081058
21 C 1.220897 -2.022391 -4.367533
22 C -5.038698 -2.738947 3.988914
23 C -4.167836 -3.869519 1.606461
24 C -0.359957 1.494510 -1.263225
25 C -0.007817 -1.877223 -3.737216
26 C 1.843283 1.351468 -2.080172
27 C 3.705349 1.744940 -4.120395
28 C 2.382168 1.965531 -4.382621
29 C 4.122561 1.320573 -2.851068
30 C 0.056119 2.061266 -3.548432
31 C 1.103516 -1.697455 -1.609388
32 C 2.004510 3.308338 4.637762
33 C 3.223510 1.100149 -1.829592
34 C 2.332830 -1.872976 -2.239533
35 C -0.150525 -1.583160 1.692615
36 C 0.458552 3.987127 2.817816
37 H 1.158128 3.266941 5.321987
38 H -1.021775 -1.625627 -1.855579
39 H -0.489678 3.657289 3.244744
40 H 2.705079 2.519226 4.901725
41 H 2.875817 1.631098 2.920687
42 H -0.920344 -1.883178 -4.319403
43 H 2.054146 2.287811 -5.362491
44 H -0.847309 0.777821 0.718052
45 H -6.824989 -3.894628 3.698897
46 H -3.146366 -1.707449 4.009825
47 H 0.398882 3.953953 1.734690
48 H 1.267949 -2.152518 -5.441024
49 H 3.233740 -1.914104 -1.643937
50 H -1.867054 -3.018618 0.840999
51 H 2.496840 4.274944 4.746309
52 H -1.476845 2.376168 0.318824
53 H 0.654072 5.008615 3.139219
54 H 5.172410 1.146462 -2.654957
55 H 4.445532 1.902130 -4.893683
56 H -1.872839 2.170329 -2.630547
57 H -2.234814 0.942010 -0.369887
58 H -0.285583 2.385497 -4.523750
59 H -3.824229 -4.311230 0.677691
60 H 3.341236 -2.178209 -4.101738
61 H -5.388674 -2.300186 4.913711
62 H -6.041394 -4.897904 1.584812

Atoms 1-2, force components in eV/Å:
Ti 2.1 -0.5 1.5
S -0.3 -0.2 0.0